The following is a DFT calculation (the ωB97M-V functional and the def2-TZVPD basis) of a 18-piece molecular cluster, C72H198N18O18 overall at a distorted geometry.

The calculation puts the total energy at -141538.634 eV. As for the HOMO-LUMO gap: 0.3245 Ha. The calculation puts the strongest force on any atom at 0.0736 hartree/bohr. The net charge is 0. The value obtained for the energy above the lowest of the compared OMol25 structures with the same formula, charge and spin is 4.1267 eV.

CARTESIAN COORDINATES (ANGSTROEM)
C 12.3863 -20.4919 32.7967
C 11.7723 -20.3716 31.4017
C 12.9994 -20.1739 30.4358
O 13.7129 -18.9279 30.9098
C 15.0234 -18.9020 30.3935
N 11.0035 -21.5509 30.9185
H 13.2120 -21.2374 32.8199
H 11.6022 -20.8409 33.5553
H 12.8964 -19.6131 33.0808
H 11.1072 -19.5243 31.3909
H 12.7404 -20.0147 29.4167
H 13.6514 -20.9985 30.5772
H 15.5564 -18.0170 30.7939
H 15.0364 -18.7722 29.3031
H 15.4752 -19.8966 30.7216
H 10.0719 -21.4606 31.1709
H 11.3745 -22.3213 31.4308
C 11.7387 -15.7766 33.0627
C 13.1701 -16.2123 33.1831
C 14.1258 -15.4680 32.2428
O 15.3407 -16.2279 32.3172
C 16.4195 -15.5120 31.6618
N 13.6673 -16.1300 34.5160
H 11.1186 -16.5173 33.6015
H 11.3283 -15.7159 32.0251
H 11.5325 -14.7755 33.5002
H 13.2513 -17.2383 32.8700
H 14.3381 -14.4375 32.5827
H 13.6761 -15.5332 31.2804
H 16.0822 -15.1552 30.7462
H 17.1797 -16.2073 31.2967
H 16.7289 -14.7479 32.3089
H 13.5615 -15.2011 34.8851
H 14.6206 -16.2907 34.4776
C 20.7543 -19.0839 32.1986
C 19.5340 -19.6187 31.4814
C 18.2651 -19.3143 32.2646
O 18.3155 -19.7520 33.6245
C 17.0826 -19.4668 34.2494
N 19.4338 -19.0209 30.1407
H 20.6715 -19.5019 33.2508
H 20.6148 -18.0204 32.2367
H 21.6543 -19.4186 31.6829
H 19.7597 -20.6305 31.4043
H 17.4112 -19.8219 31.7823
H 18.1996 -18.2147 32.2040
H 16.1892 -19.9822 33.8402
H 16.7483 -18.4336 34.1518
H 17.2548 -19.7125 35.3027
H 20.3105 -19.1437 29.6441
H 18.7033 -19.4687 29.5949
C 14.5109 -6.5712 22.7780
C 14.3572 -8.0025 22.2073
C 13.0060 -8.7323 22.2925
O 12.7496 -8.9436 23.6189
C 11.4449 -9.3969 23.8130
N 14.8587 -8.0947 20.8659
H 15.5825 -6.3094 22.6399
H 14.3178 -6.6585 23.8288
H 13.8507 -5.8396 22.3208
H 14.9980 -8.6670 22.9029
H 13.1510 -9.6920 21.7506
H 12.2206 -8.1182 21.8486
H 11.3244 -10.2486 23.1622
H 10.7321 -8.6752 23.4572
H 11.3017 -9.6436 24.9156
H 15.7476 -7.7185 20.6393
H 14.8536 -9.0616 20.4993
C 8.8398 -20.9283 22.4867
C 7.9136 -20.1123 21.5238
C 8.2720 -18.5437 21.7668
O 7.9932 -18.1651 23.0923
C 8.8444 -17.0595 23.5188
N 8.2417 -20.4736 20.1804
H 8.5360 -20.7128 23.5176
H 9.7951 -20.5476 22.3256
H 8.7380 -21.9698 22.1654
H 6.7912 -20.1680 21.7937
H 7.6266 -18.0636 21.0084
H 9.3353 -18.4543 21.4830
H 9.1789 -17.1953 24.5269
H 8.2909 -16.1236 23.3475
H 9.7406 -16.9290 22.9008
H 8.0891 -21.4082 19.9139
H 7.7915 -19.9091 19.4522
C 5.4171 -18.5829 25.3905
C 6.3932 -17.8710 26.2544
C 5.6827 -16.8013 27.0936
O 6.5964 -16.1667 27.9477
C 6.0240 -15.3138 28.9001
N 7.0290 -18.8587 27.1608
H 4.9772 -17.8002 24.7575
H 4.6270 -19.0782 25.8884
H 5.9815 -19.2364 24.7312
H 7.0796 -17.3722 25.6085
H 4.9580 -17.2644 27.7407
H 5.2048 -16.0247 26.4768
H 5.4964 -15.9145 29.6055
H 5.3567 -14.5842 28.3999
H 6.8242 -14.8116 29.4333
H 7.3266 -19.7251 26.7012
H 7.8642 -18.5166 27.6669
C 10.3267 -18.0964 28.3827
C 10.5477 -19.1550 27.2209
C 11.9686 -18.8024 26.6297
O 12.4879 -19.7010 25.7283
C 11.8439 -19.7638 24.4499
N 10.3017 -20.5115 27.6069
H 10.1977 -17.1340 27.9896
H 11.1348 -18.0440 29.0998
H 9.4730 -18.4064 28.9993
H 9.7330 -18.8951 26.5604
H 12.7343 -18.8492 27.4434
H 11.9311 -17.7799 26.2061
H 12.1701 -18.9343 23.7877
H 10.7765 -19.7886 24.6002
H 12.1823 -20.6701 24.0455
H 10.6114 -20.6945 28.5566
H 10.6885 -21.1562 26.9701
C 17.3855 -12.6143 28.7419
C 16.8813 -12.7312 27.3334
C 16.5638 -11.3660 26.6968
O 15.4461 -10.8373 27.3960
C 15.1498 -9.4777 26.9999
N 17.9041 -13.3414 26.4490
H 18.3673 -12.1910 28.6664
H 17.5285 -13.5502 29.1908
H 16.6708 -11.9980 29.3389
H 15.9244 -13.3575 27.2255
H 16.2286 -11.4080 25.6074
H 17.4485 -10.7560 26.7794
H 14.0768 -9.2866 27.2449
H 15.3826 -9.3936 25.8980
H 15.8778 -8.8277 27.5240
H 17.5443 -13.3553 25.4987
H 18.1242 -14.3244 26.6986
C 17.4293 -18.0726 26.9806
C 18.6881 -18.6644 26.2955
C 19.7298 -17.5697 25.9304
O 19.1641 -16.3063 25.7969
C 19.0201 -15.7323 24.5086
N 19.3645 -19.7059 26.9552
H 16.5822 -18.8026 26.9411
H 17.1102 -17.1994 26.3987
H 17.6307 -17.8861 28.0510
H 18.2517 -19.0018 25.3018
H 20.2199 -17.8952 24.9804
H 20.5372 -17.4810 26.7076
H 19.2479 -14.6253 24.6270
H 17.9471 -15.7303 24.1310
H 19.6993 -16.2404 23.8902
H 20.3821 -19.7893 26.7486
H 18.9135 -20.5682 26.9219
C 9.0902 -12.6928 24.1621
C 8.9422 -13.0822 25.6545
C 8.2638 -12.0314 26.5092
O 8.1682 -12.5419 27.8242
C 7.9239 -11.5411 28.8108
N 8.1866 -14.3294 25.6642
H 8.0901 -12.3524 23.8627
H 9.3227 -13.6073 23.6095
H 9.9007 -11.9558 23.9623
H 10.0428 -13.2243 25.9344
H 7.2414 -11.8083 26.2043
H 8.8590 -11.0872 26.4386
H 7.7132 -12.2185 29.6833
H 7.0062 -10.9020 28.5488
H 8.7746 -10.8782 28.9377
H 8.0580 -14.7056 26.5947
H 7.2303 -14.0778 25.3640
C 11.3737 -12.1620 19.1615
C 11.5219 -12.5547 20.6788
C 10.5889 -13.6646 21.1393
O 9.2785 -13.3522 20.7724
C 8.3428 -14.3598 20.7460
N 12.9526 -12.9151 20.9991
H 11.6441 -12.9958 18.5653
H 11.9775 -11.2934 19.0286
H 10.3926 -11.8570 18.9851
H 11.2981 -11.6630 21.3598
H 10.6425 -13.7433 22.2098
H 10.9026 -14.5369 20.5871
H 7.5110 -13.9281 20.2067
H 8.0731 -14.7324 21.7122
H 8.6880 -15.2071 20.1125
H 13.2613 -13.6248 20.3051
H 13.0396 -13.3985 21.8327
C 12.8634 -11.7596 31.1254
C 12.4197 -12.1499 29.6856
C 11.0651 -12.8439 29.6035
O 11.1886 -14.1933 30.1291
C 9.8665 -14.7654 30.1547
N 12.4695 -11.0475 28.7383
H 13.8971 -11.4589 31.1516
H 12.7196 -12.6685 31.7553
H 12.1892 -10.9632 31.3915
H 13.1627 -12.9105 29.2872
H 10.7459 -12.7747 28.5517
H 10.3029 -12.2734 30.1742
H 9.3240 -14.2534 30.9522
H 10.0676 -15.8186 30.3649
H 9.3026 -14.5723 29.2341
H 12.5768 -10.1609 29.1915
H 13.2666 -11.1435 28.0341
C 16.1523 -12.7797 22.0501
C 15.9742 -11.3536 21.6788
C 17.2185 -10.4231 21.8402
O 17.8997 -10.5078 23.1570
C 18.7685 -9.4253 23.3571
N 15.5363 -11.0750 20.2819
H 16.2498 -12.9750 23.0707
H 16.9586 -13.2424 21.5348
H 15.2650 -13.4405 21.7100
H 15.2300 -10.9706 22.3131
H 16.8335 -9.4155 21.6370
H 17.9588 -10.6361 21.1181
H 18.2609 -8.4927 23.1303
H 19.6650 -9.4974 22.8012
H 19.1235 -9.4626 24.3768
H 16.1552 -11.6032 19.6824
H 14.6524 -11.5533 20.2744
C 8.7606 -18.9943 33.7708
C 8.7883 -18.1667 32.4702
C 7.8846 -18.7389 31.3586
O 8.4720 -19.9146 30.8754
C 7.5666 -20.5914 29.9703
N 8.3831 -16.6746 32.7104
H 7.8295 -18.9202 34.2611
H 9.5650 -18.6504 34.4620
H 8.9648 -20.0067 33.5684
H 9.8362 -18.2145 32.0367
H 7.7006 -17.9386 30.6326
H 6.9176 -18.9316 31.8321
H 7.1205 -19.9776 29.1871
H 6.7066 -21.0378 30.5418
H 8.1935 -21.3070 29.3775
H 8.8580 -16.1324 31.9982
H 8.9084 -16.3739 33.5284
C 12.9730 -17.6941 20.5221
C 13.8011 -16.4356 20.8491
C 14.9957 -16.8546 21.7566
O 14.4196 -16.9385 23.0555
C 15.3143 -17.3369 24.0883
N 14.0944 -15.7178 19.6151
H 13.5340 -18.2496 19.7622
H 12.0678 -17.3082 20.0908
H 12.6958 -18.1980 21.4420
H 13.2134 -15.7707 21.5260
H 15.7572 -16.0338 21.7012
H 15.5156 -17.8346 21.4313
H 16.2654 -16.7206 24.2302
H 15.5301 -18.4429 24.0334
H 14.7435 -17.1671 25.0257
H 13.6523 -16.2334 18.8433
H 15.1034 -15.5392 19.3496
C 14.4292 -21.5272 21.4499
C 15.6144 -22.4356 21.5797
C 16.8895 -21.6009 21.8980
O 17.2846 -20.8916 20.7211
C 17.9452 -19.6738 20.9591
N 15.7196 -23.4763 22.6481
H 14.3570 -20.8533 22.3406
H 13.4713 -22.0986 21.5139
H 14.4909 -20.9914 20.4870
H 15.7757 -22.9549 20.6212
H 17.6972 -22.2552 22.1208
H 16.8439 -20.7313 22.6777
H 18.0710 -19.1386 20.0348
H 18.9639 -19.8262 21.3766
H 17.3741 -19.0781 21.6640
H 15.4453 -24.4369 22.4634
H 15.4088 -23.1958 23.5740
C 15.3653 -20.9902 26.1732
C 15.2772 -22.3296 26.9077
C 15.9655 -22.3488 28.2627
O 17.2991 -22.0085 28.1396
C 18.0607 -22.1415 29.2907
N 13.8936 -22.7447 27.1663
H 16.4061 -20.8225 25.8849
H 15.1827 -20.1483 26.8420
H 14.7317 -20.9653 25.2942
H 15.7526 -23.0758 26.3120
H 15.7992 -23.3329 28.8118
H 15.4843 -21.5583 28.8459
H 17.5734 -21.6720 30.1969
H 18.9884 -21.6689 29.0485
H 18.2726 -23.2282 29.4948
H 13.4244 -22.7925 26.2729
H 13.4142 -22.0067 27.6897
C 11.8748 -14.9326 24.7867
C 12.7101 -13.8931 25.4126
C 12.9789 -14.2894 26.8828
O 13.6367 -15.6038 26.7463
C 14.2769 -16.0344 27.9581
N 13.9495 -13.6881 24.7152
H 11.4339 -14.6449 23.8119
H 11.0449 -15.2704 25.4318
H 12.3914 -15.8290 24.5794
H 12.2077 -12.8815 25.3795
H 12.1585 -14.4420 27.5312
H 13.7312 -13.6590 27.2664
H 14.4695 -17.1261 27.8442
H 13.6564 -15.9965 28.8439
H 15.2155 -15.5327 28.1347
H 14.5832 -13.1547 25.3108
H 14.3189 -14.6047 24.4377